Entry from OMol25: a cluster of 4 separate species, C2H14NO3 in total at a distorted geometry (wB97M-V/def2-TZVPD).

Structure (XYZ):
```
20
Properties=species:S:1:pos:R:3:forces:R:3
C 0.98990 0.25198 1.46504 0.1158 0.9717 1.4675
N -0.18505 1.20873 1.31299 0.1543 -0.7990 -2.3522
C -0.26048 1.79756 -0.05837 0.0499 0.5020 -1.6454
H 0.62156 -0.65044 1.92498 -0.0354 -0.1035 -0.0325
H 1.54366 0.03719 0.57035 -0.3004 0.1739 -0.5035
H 1.61204 0.78745 2.17518 0.4758 -0.2977 0.0002
H -0.05166 1.95690 1.98068 -0.8179 -0.1455 0.4291
H -1.04001 0.63391 1.32850 0.0587 0.2466 1.1685
H -0.98382 2.60171 -0.22507 -0.0652 0.0133 1.0625
H -0.61965 1.04976 -0.78609 0.7556 -0.0816 0.5516
H 0.70573 2.22062 -0.36112 -0.1558 -0.4633 0.1653
H -0.54327 -2.07984 0.65624 -0.5092 1.2759 -0.1571
H -1.66136 -2.31802 1.57649 -0.6950 0.3769 0.3895
O -1.27135 -1.57211 1.10727 0.6555 -1.2861 -0.0630
H 1.03780 -2.60390 -0.94860 0.1872 -0.0854 0.0651
H 0.28646 -1.36403 -1.39916 -0.0880 0.0878 0.2254
O 0.69169 -1.77139 -0.60955 0.1572 -0.2781 -0.7701
H -1.05302 0.15581 -3.32349 -0.1794 -0.0655 -0.3139
H 0.42370 -0.28753 -3.52707 -0.4514 0.2415 0.1245
O -0.24287 -0.05436 -2.85920 0.6880 -0.2839 0.1884
```
Positions in Å, forces in eV/Å.

Energy relative to the best compared isomer or geometry (same formula, charge and spin)   24.3 kcal/mol
Net charge   +1
2S+1   1

=====

Entry from OMol25: a cluster of 2 separate species, C9H20Cl2N3O3S in total at a distorted geometry (wB97M-V/def2-TZVPD).

Structure (XYZ):
```
38
Properties=species:S:1:pos:R:3:forces:R:3
N 1.43615 -0.01597 2.46232 -0.0077 -0.2276 0.0359
C 1.13489 -0.65304 1.28200 -0.0612 -0.1270 0.0093
N 1.78179 -1.77306 0.96480 0.1545 0.9441 -0.6704
C 1.29141 -2.49884 -0.20665 -0.2146 -0.1591 0.1983
C 1.22359 -1.52580 -1.36408 0.0098 0.0859 0.0547
C 0.16009 -0.48256 -1.00575 0.0301 0.1373 0.0060
C -1.25751 -0.86672 -1.41226 0.0732 -0.0369 0.1357
C -2.26855 0.23332 -1.06088 -0.0374 -0.0308 -0.0529
C -3.66197 -0.23858 -0.66134 0.1244 0.1683 0.1338
S -3.60164 -1.09514 0.90375 0.0811 -0.1485 -0.0166
O -4.90626 -1.20333 1.44777 -0.1174 0.1142 0.0444
O -2.50955 -0.53678 1.65501 -0.0226 -0.0690 0.0739
O -3.07765 -2.56165 0.54628 0.0969 0.0911 -0.2764
N 0.17988 -0.18153 0.46353 0.2633 -1.0475 -0.1448
H 2.08228 0.76151 2.47476 -0.3256 0.3188 -0.0790
H 0.95449 -0.26684 3.30813 0.2041 -0.1839 0.0877
H 2.78045 -1.74161 1.14347 -0.1236 -0.5261 0.5303
H 0.27555 -2.80980 0.04875 0.0437 -0.2009 -0.0003
H 1.88033 -3.39610 -0.36653 0.1817 0.1146 -0.0483
H 0.98945 -2.02047 -2.30492 -0.1143 0.0210 -0.0215
H 2.19574 -1.04378 -1.48156 0.0293 -0.0386 -0.0693
H 0.43652 0.44588 -1.51276 -0.1097 0.1200 0.1378
H -1.28808 -1.05714 -2.48491 0.0977 -0.0626 -0.0191
H -1.49403 -1.80226 -0.90419 -0.1065 -0.0036 -0.0846
H -1.92357 0.80956 -0.20605 0.0745 0.2013 -0.1196
H -2.34827 0.94140 -1.88546 -0.0885 -0.0402 -0.0569
H -4.27744 0.63554 -0.44372 -0.1440 -0.0771 -0.0062
H -4.19472 -0.85439 -1.38516 0.0754 -0.0706 -0.0158
H -3.72832 -3.03395 0.00433 -0.1429 -0.1059 0.2114
H -0.74004 -0.14871 0.92113 0.1015 0.8580 0.0458
Cl 4.17684 5.00429 -0.35814 0.0114 0.0019 0.0004
C 3.10382 3.60702 -0.56944 -0.0007 -0.0089 -0.0036
C 2.31514 3.30963 0.68193 -0.0701 0.0604 -0.0177
Cl 3.36906 2.73634 2.01265 -0.0270 -0.0760 -0.0392
H 3.71835 2.75801 -0.86110 0.0031 0.0018 0.0040
H 2.41322 3.84361 -1.37787 -0.0041 0.0111 0.0068
H 1.58031 2.52784 0.48784 0.0275 -0.0223 0.0103
H 1.79829 4.19412 1.04432 0.0349 0.0132 0.0156
```
Positions in Å, forces in eV/Å.

Net charge   +1
2S+1   1

=====

Entry from OMol25: a structure of composition CO4S2 at a distorted geometry (wB97M-V/def2-TZVPD).

Structure (XYZ):
```
7
Properties=species:S:1:pos:R:3:forces:R:3
C -0.15839 -1.16372 -0.25848 0.5383 1.1711 0.6866
O -2.74646 -0.41910 -0.24319 0.7942 0.0827 -0.0729
O -1.03377 1.11810 0.73227 -0.4989 2.0982 1.0642
O 2.64452 -0.54453 0.42622 0.1046 -0.6754 0.5954
O 1.30210 1.08877 -0.74455 0.2014 3.2665 -1.7438
S -1.39030 -0.04664 0.03372 0.5302 -2.5266 -0.5631
S 1.38230 -0.03287 0.05401 -1.6697 -3.4165 0.0335
```
Positions in Å, forces in eV/Å.

Energy relative to the best compared isomer or geometry (same formula, charge and spin)   132.9 kcal/mol
Net charge   0
2S+1   1

=====

Entry from OMol25: a cluster of 2 separate species, C20H25N3O2S in total at a distorted geometry (wB97M-V/def2-TZVPD).

Structure (XYZ):
```
51
Properties=species:S:1:pos:R:3:forces:R:3
C 4.35787 4.47401 -1.75402 0.1472 0.1481 0.0289
N 3.58655 3.37550 -2.27108 -0.4290 0.0057 0.8357
C 3.80285 2.88344 -3.61378 -0.0518 -0.2918 -0.4226
C 2.77425 1.73232 -3.75783 0.3545 -0.1620 -0.8858
C 2.06575 1.69529 -2.44700 -0.7473 -0.2228 0.8260
C 2.59822 2.71502 -1.62116 0.5006 0.0859 -0.5676
C 2.09512 2.96149 -0.33417 -0.4148 -0.0200 0.3755
C 1.03344 2.20197 0.11611 0.4637 -0.0701 -0.4050
C 0.52717 1.09676 -0.64485 -0.1435 0.0919 -0.0813
C -0.46703 0.18458 -0.22016 0.0829 0.5577 0.2884
C -1.18734 0.07648 0.99421 0.0696 -0.1261 0.1840
C -2.21989 -0.92346 1.03628 -0.2761 0.0425 0.3964
C -2.99312 -1.08849 2.15857 0.8476 0.5770 -0.4235
C -2.77178 -0.25860 3.28493 -0.4567 -0.4063 0.2443
N -3.61338 -0.60042 4.29044 0.5851 0.6197 -0.1411
C -3.67525 0.00780 5.59226 -0.0596 0.0484 0.1876
C -4.48471 -1.70200 3.94520 -0.1924 -0.3505 -0.2664
C -4.08619 -2.04752 2.48718 -0.6657 -0.6905 0.0192
C -1.77360 0.72805 3.28936 0.3750 0.2026 -0.1724
C -0.96694 0.85832 2.17543 -0.5250 -0.2816 0.0546
C 1.05929 0.89411 -1.96642 0.4698 0.2924 -0.1366
H 4.03283 4.71117 -0.73698 0.1634 0.0125 -0.2683
H 5.42723 4.21674 -1.73777 -0.2301 0.0708 0.0446
H 4.22994 5.36343 -2.38843 0.0146 -0.1589 0.1703
H 3.62799 3.68298 -4.34946 0.0735 -0.1260 0.1922
H 4.83824 2.53333 -3.73723 -0.2049 0.1076 0.0631
H 2.08995 1.94856 -4.58733 0.0986 -0.2071 0.1887
H 3.28782 0.78908 -3.97674 -0.2443 0.1232 0.0169
H 2.52605 3.75468 0.27434 -0.3185 -0.1732 -0.0800
H 0.58553 2.47755 1.06233 0.2397 -0.0426 -0.3303
H -0.74954 -0.55220 -0.97192 0.0846 0.0099 0.0828
H -2.38661 -1.54902 0.15963 0.1158 0.0782 0.1382
H -2.94215 0.81655 5.66050 -0.2291 -0.1974 0.0833
H -4.67982 0.41725 5.77360 0.2328 -0.0331 -0.0123
H -3.46346 -0.73600 6.37473 -0.0072 0.1867 -0.1512
H -4.32432 -2.55083 4.62703 -0.0278 0.2216 -0.1034
H -5.53954 -1.40079 4.02583 0.2220 -0.0375 0.0277
H -4.95217 -1.93240 1.82472 0.2481 -0.0949 0.0290
H -3.74782 -3.08886 2.42851 -0.0796 0.2318 -0.1493
H -1.63554 1.35610 4.16792 0.1697 -0.1595 -0.2839
H -0.14868 1.56483 2.22979 -0.2954 -0.2758 0.0877
H 0.65637 0.09247 -2.58546 0.0965 0.0558 0.1569
C 1.14473 -5.65290 -2.93012 -0.0985 -0.3255 -0.1972
S 0.40392 -4.03142 -2.81287 1.6031 0.3132 1.3393
N 1.42161 -3.47227 -1.73675 -0.4772 0.4404 -0.2094
O 0.50962 -3.41355 -4.13522 -0.4043 0.0015 -0.1113
O -0.96259 -4.20454 -2.31770 -0.3054 0.0612 -0.3146
H 0.58109 -6.25393 -3.64785 0.0328 0.0797 0.0658
H 2.18152 -5.53816 -3.25645 -0.2492 0.0552 0.0090
H 1.12720 -6.11653 -1.94082 -0.0869 0.1261 -0.1837
H 1.19934 -2.49596 -1.49929 -0.0711 -0.3938 -0.2388
```
Positions in Å, forces in eV/Å.

Energy relative to the best compared isomer or geometry (same formula, charge and spin)   117.6 kcal/mol
Net charge   0
2S+1   1

=====

| no. | calculated total energy (eV) | molecular weight (g/mol) | gap between HOMO and LUMO (eV) |
| --- | --- | --- | --- |
| 1 | -9927.394 | 100.1 | 12.12 |
| 2 | -56144.564 | 321.2 | 9.87 |
| 3 | -30890.945 | 140.1 | 7.83 |
| 4 | -40543.083 | 371.5 | 3.62 |